Entry 1:
Formula: C3H7N3O2
Source: the OMol25 dataset
Level of theory: ωB97M-V/def2-TZVPD

## Properties
- net charge = 0
- calculated total energy (Ha) = -432.98424

The geometry in XYZ format:
```
15
Properties=species:S:1:pos:R:3:forces:R:3
C -1.335540 2.155821 -0.028659 -4.3 -0.9 -1.0
C -0.270620 -0.082998 0.093410 0.5 0.6 2.9
C 3.041799 0.175672 -0.007034 2.2 3.0 -2.9
H -0.760699 2.279979 -0.949727 0.8 1.0 1.0
H -2.560901 2.085964 -0.724203 3.3 1.3 2.8
H -1.285585 2.865187 1.074633 0.0 -2.4 -3.9
H 0.248871 -1.760763 -0.118040 -1.3 -1.4 1.3
H -2.621032 -1.494088 0.199513 3.3 -0.6 -2.1
H 3.968839 -0.291194 -0.104424 1.1 -1.8 0.4
H 3.308543 1.263191 -0.419216 -1.8 -1.5 1.8
N -0.570617 -1.475841 0.520346 0.1 2.4 -4.5
N 0.935804 0.384655 -0.000039 -4.3 2.3 -1.1
N 1.956518 -0.445177 -0.093277 0.6 -1.7 1.3
O -1.371490 0.696337 0.153777 1.3 0.1 0.9
O -1.773987 -1.656925 -0.440533 -1.7 -0.5 3.3
```
Positions in Å, forces in eV/Å.

These are the Löwdin partial charges, in e, on atoms 1 to 8:
1 C -0.0597
2 C -0.4033
3 C -0.0578
4 H 0.0452
5 H 0.1801
6 H 0.1704
7 H 0.1171
8 H 0.1616

---

Entry 2:
Formula: H7O3S
Source: the OMol25 dataset
Level of theory: ωB97M-V/def2-TZVPD

## Properties
- net charge = -1
- calculated total energy (Ha) = -628.14849

The geometry in XYZ format:
```
11
Properties=species:S:1:pos:R:3:forces:R:3
S 0.164831 0.279617 1.185871 1.2 0.3 1.3
H 1.049681 0.305406 2.289426 -1.2 0.0 -1.0
H 2.259789 -0.662941 1.082896 1.5 -1.4 -1.1
H 2.774133 -1.535877 -0.197703 0.8 1.2 3.5
O 3.070999 -1.237114 0.776597 -2.3 0.1 -2.6
H -2.413511 -0.367784 -0.629274 -0.7 0.5 -0.3
H -1.298699 -0.904958 0.187190 0.2 -0.4 -0.5
O -1.767767 -1.062673 -0.672134 0.4 -0.3 0.6
H -0.952159 1.074857 -1.479454 0.7 -1.2 -0.1
H -1.494872 2.229522 -0.834743 -0.1 0.8 0.9
O -1.392423 1.881947 -1.708669 -0.4 0.4 -0.7
```
Positions in Å, forces in eV/Å.

These are the Löwdin partial charges, in e, on atoms 1 to 8:
1 S 0.0047
2 H -0.3147
3 H -0.0952
4 H 0.0796
5 O -0.2493
6 H -0.0069
7 H -0.1426
8 O -0.1672

---

Entry 3:
Formula: H23O12
Source: the OMol25 dataset
Level of theory: ωB97M-V/def2-TZVPD

## Properties
- net charge = -1
- calculated total energy (Ha) = -916.71564

The geometry in XYZ format:
```
35
Properties=species:S:1:pos:R:3:forces:R:3
O 1.516418 1.555846 -0.973934 0.3 -1.4 -0.4
H 1.993404 1.105965 -1.693389 0.4 1.0 -0.3
H 1.263744 0.637286 -0.649438 -0.5 0.6 -0.1
O -3.576664 -2.187810 1.858982 -0.2 0.1 -0.3
H -2.926039 -1.763991 2.427943 0.1 0.1 -0.1
H -3.525199 -1.690260 1.028833 0.2 -0.2 0.4
O 1.890867 0.438906 1.515651 -0.4 -0.2 0.1
H 1.958791 1.299376 1.085637 0.1 -0.1 0.0
O 0.128119 -0.624037 3.753987 -0.1 -0.5 -0.7
H -0.283989 -1.428639 3.409127 -0.1 0.0 0.4
H 0.547101 -0.329200 2.925774 0.2 0.5 0.4
O -3.045609 3.005600 0.246716 0.5 -0.2 -0.7
H -2.325155 3.275532 -0.361182 -0.3 0.1 0.6
H 1.577828 -3.809709 -0.097043 0.7 0.4 -0.2
O -0.041311 3.425644 -2.172803 -1.6 1.4 1.3
H -0.102776 3.717824 -3.077001 0.9 -1.0 -0.2
H 1.344277 -0.073944 0.882367 0.7 0.1 0.6
O -0.111602 -3.967903 0.307885 -0.4 0.4 -0.2
H -0.969918 -4.203366 -0.059085 0.0 0.0 0.1
H 0.090799 -3.081087 -0.050482 -0.4 -0.3 0.4
O 2.410649 -3.326030 -0.217608 0.9 0.0 -0.1
H 2.252387 -2.370496 -0.440088 -0.6 -1.1 0.2
H 0.518398 2.759252 -1.741502 0.5 -0.4 -1.1
O -0.066214 3.741011 0.981193 -0.2 0.0 0.2
H 0.174081 3.031136 1.590205 0.1 0.2 -0.1
H 0.741085 4.170922 0.685678 0.1 -0.3 0.0
O 0.413956 -0.304560 -3.506993 -0.3 0.3 -0.1
H 0.949461 -0.999102 -3.896413 0.1 -0.1 0.2
H 0.623665 -0.303066 -2.553893 0.3 -0.2 -0.4
O -0.869018 -0.538705 0.614637 0.3 -0.3 -0.5
H -1.109299 0.166755 0.001575 -0.1 0.1 0.2
H -0.044113 -0.899473 0.131638 -0.7 0.4 0.7
O 1.177150 -1.081302 -0.885457 -0.6 0.5 0.1
H -2.947930 2.045067 0.245148 -0.1 0.1 0.2
H 0.372656 -1.393441 -1.316665 0.3 -0.4 -0.4
```
Positions in Å, forces in eV/Å.

These are the Löwdin partial charges, in e, on atoms 1 to 8:
1 O -0.1079
2 H 0.0648
3 H 0.0055
4 O -0.0730
5 H 0.0219
6 H 0.0261
7 O -0.0663
8 H 0.0192

---

The records above yield ΔE to the lowest compared entry with this formula, charge and spin values of 888.80 80.72 280.31 kJ/mol, respectively.
The records above yield frontier orbital gap values of 9.593 7.867 9.809 eV, respectively.
The records above yield HOMO values of -9.07 -3.86 -7.06 eV, respectively.